[1]
ORCA calculation (the ωB97M-V functional and the def2-TZVPD basis) on a structure of composition C4H8N2O.

Summary:
- 2S+1: 1

```
15
C4H8N2O the ωB97M-V functional and the def2-TZVPD basis
C 0.94305 0.99193 -0.14278
C -0.17922 -1.15266 1.03021
C -0.91100 -0.67656 -1.26432
N -0.01537 -0.36384 -0.17278
O 1.96500 0.95779 0.75952
C -0.34107 1.46424 0.35782
N -1.17087 2.22641 0.68246
H 2.62671 1.62961 0.55088
H 1.17372 1.28039 -1.17666
H 0.59647 -0.88733 1.74680
H -1.16045 -0.97488 1.48986
H -0.08840 -2.21214 0.78625
H -0.63660 -0.10738 -2.15246
H -1.95106 -0.43276 -1.00800
H -0.85090 -1.74281 -1.48681
```

Atomic partial charges in e from the Löwdin method, atoms 1 to 4: -0.251, -0.091, -0.094, -0.233


[2]
ORCA calculation (the ωB97M-V functional and the def2-TZVPD basis) on a cluster of 2 separate species, C4H8N2O in total.

Summary:
- Structure (SMILES): Cc1c[nH]cn1.O
- 2S+1: 1

```
15
C4H8N2O the ωB97M-V functional and the def2-TZVPD basis
C 2.37659 1.53237 1.17906
C 1.29472 0.62633 0.74077
C 0.93171 0.21046 -0.56983
N -0.10665 -0.65834 -0.47128
C -0.35626 -0.87620 0.91549
N 0.36246 -0.09643 1.65711
H 3.02119 1.01805 1.95936
H 2.19493 2.56670 1.55527
H 2.94558 1.87177 0.27069
H 1.13273 0.71684 -1.43981
H -0.47597 -1.34094 -1.18071
H -1.25546 -1.48387 1.17795
O -4.04576 -1.68951 -1.94548
H -3.90759 -1.12088 -2.76244
H -4.11222 -1.27634 -1.08616
```

Atomic partial charges in e from the Löwdin method, atoms 1 to 4: -0.091, -0.277, -0.098, 0.005


[3]
ORCA calculation (the ωB97M-V functional and the def2-TZVPD basis) on a structure of composition C4H8N2O.

Summary:
- 2S+1: 1

```
15
C4H8N2O the ωB97M-V functional and the def2-TZVPD basis
C 1.98801 0.11233 0.20512
C 0.99394 -0.57394 -0.70709
O 0.15145 -1.50965 0.04012
C -0.95784 -0.79058 -0.37478
N -2.18228 -0.82171 0.05432
C -0.25820 0.16562 -1.09348
N -1.41750 1.09349 1.08506
H 1.44077 0.61026 1.00885
H 2.57485 0.85428 -0.34807
H 2.67718 -0.62519 0.62766
H 1.49203 -1.09453 -1.53767
H -2.30102 -1.53623 0.77286
H -0.51062 0.94864 -1.79334
H -1.98356 1.35142 0.27814
H -1.70722 1.81578 1.78232
```

Atomic partial charges in e from the Löwdin method, atoms 1 to 4: -0.036, -0.327, 0.014, -0.525


[4]
ORCA calculation (the ωB97M-V functional and the def2-TZVPD basis) on a cluster of 2 separate species, C4H8N2O in total.

Summary:
- 2S+1: 1

```
15
C4H8N2O the ωB97M-V functional and the def2-TZVPD basis
C 1.01526 0.83113 0.66090
C -1.48176 -0.66593 0.36420
C 1.05359 1.96836 -0.28810
C -1.22988 -1.77614 -0.60413
N 1.62450 -0.20169 0.45682
N 2.14837 -1.13553 0.04741
O -2.08517 0.34348 0.12865
H 0.64389 0.96391 1.68950
H -1.35813 -0.91475 1.42948
H 0.14505 2.00515 -0.78940
H 1.76703 1.91768 -1.11293
H 1.20285 2.79000 0.32032
H -1.50586 -1.42405 -1.58404
H -1.76240 -2.65812 -0.16761
H -0.17734 -2.04351 -0.55107
```

Atomic partial charges in e from the Löwdin method, atoms 1 to 4: -0.247, -0.380, -0.046, -0.048


[5]
ORCA calculation (the ωB97M-V functional and the def2-TZVPD basis) on an isolated molecule of C4H8N2O.

Summary:
- Structure (SMILES): NC(=O)CN1CC1
- 2S+1: 1

```
15
C4H8N2O the ωB97M-V functional and the def2-TZVPD basis
N 0.94933 1.22649 1.28984
C 0.65443 -0.04910 1.02803
O 1.56200 -0.89302 1.05351
C -0.82797 -0.38927 0.76386
N -1.11438 -0.73993 -0.62358
C 0.22734 -0.90227 -1.25933
C -0.67043 0.31332 -1.51639
H 1.92418 1.43348 1.44385
H 0.24930 1.93813 1.37731
H -1.01970 -1.26664 1.38160
H -1.47917 0.42516 1.10814
H 1.10956 -1.20988 -0.38112
H 0.19983 -1.56130 -2.11851
H -0.49104 1.31137 -1.11110
H -1.27328 0.36347 -2.43610
```

Atomic partial charges in e from the Löwdin method, atoms 1 to 4: 0.195, -0.540, -0.007, -0.137


[6]
ORCA calculation (the ωB97M-V functional and the def2-TZVPD basis) on an isolated molecule of C4H8N2O.

Summary:
- Structure (SMILES): C[C@@]1(C(N)=O)CN1
- 2S+1: 1

```
15
C4H8N2O the ωB97M-V functional and the def2-TZVPD basis
C 1.32495 -0.49103 -0.86882
C 0.18314 -0.16080 0.06152
C -0.08607 1.31781 0.17866
N -1.36066 1.71378 -0.09475
O 0.82307 2.06448 0.49461
C -0.76524 -1.26265 0.37362
N 0.16405 -0.78432 1.36997
H 1.62491 -1.54508 -0.79629
H 1.02104 -0.29177 -1.90013
H 2.17723 0.14420 -0.61854
H -2.12819 1.06937 -0.21522
H -1.56838 2.67731 0.09631
H -1.80087 -1.02722 0.60149
H -0.67518 -2.19123 -0.19245
H 1.06620 -1.23284 1.51002
```

Atomic partial charges in e from the Löwdin method, atoms 1 to 4: -0.023, -0.464, -0.493, 0.181


Calculated relative energy (zero: lowest compared OMol25 entry of this formula, charge and spin), 411.1 198.7 584.6 383.2 337.3 155.6 kJ/mol (same order as the records).